Entry 1:
ORCA calculation (ωB97M-V/def2-TZVPD) on a single C4H2O2 molecule.

Calculated values
HOMO level in eV: -10.08
F_max in eV/A: 2.095
Lowest unoccupied orbital energy in hartree: 0.0260
Energy above the lowest of the compared OMol25 structures with the same formula, charge and spin in kJ/mol: 56.4

Atoms and positions in Å:
C -0.05340 0.83402 -0.16577
C 0.05336 -0.83428 -0.16520
C -1.12644 0.08198 0.33273
C 1.12626 -0.08185 0.33310
O -2.20698 -0.00750 0.79854
O 2.20696 0.00828 0.79841
H -0.00756 1.55384 -0.96641
H 0.00781 -1.55450 -0.96540

Want to see where the charge sits? The natural (NBO) charges in e are: C -0.355; C -0.355; C 0.591; C 0.591; O -0.481; O -0.481; H 0.245; H 0.245

Entry 2:
ORCA calculation (ωB97M-V/def2-TZVPD) on 6 unconnected molecules or ions with the total composition C31H50O11P2.

Calculated values
HOMO level in eV: -8.78
F_max in eV/A: 5.207
Lowest unoccupied orbital energy in hartree: -0.0560
Energy above the lowest of the compared OMol25 structures with the same formula, charge and spin in kJ/mol: 615.6

Atoms and positions in Å:
O 2.34318 -1.53306 3.25598
C 1.67870 -1.59274 2.20611
O 0.80364 -0.58506 1.68654
C 0.41362 -0.97465 0.34147
O -0.11574 -0.16486 -0.43539
C 0.83451 -2.49127 0.11873
P 0.46185 -3.72111 -1.25865
P -0.56892 -5.37456 -0.20538
O 0.27977 -6.66055 -0.20053
O -2.10075 -5.66838 -0.90704
O -0.86681 -4.96650 1.45023
C 1.62687 -2.85841 1.23977
C 2.38109 -4.21170 1.61535
C 3.70915 -4.42610 0.74246
C 4.30802 -3.39073 -0.23930
C 5.58779 -3.73936 -1.07180
C 6.28259 -5.11278 -0.92266
C 5.71402 -6.17220 0.07614
C 4.42901 -5.81823 0.90065
H 1.67028 -4.33016 -1.76029
H -1.94765 -5.64697 -1.88239
H -0.68518 -5.76074 2.03339
H 2.56836 -4.18124 2.74752
H 1.72321 -5.14555 1.42296
H 3.81151 -2.37154 -0.36545
H 6.03117 -2.99612 -1.82062
H 7.22586 -5.41849 -1.49373
H 6.21742 -7.19325 0.19925
H 3.98216 -6.57216 1.64157
C -1.20926 3.75063 -3.82606
C -1.07006 3.53173 -2.33798
C -0.08015 2.38483 -2.27925
O 0.76948 2.51022 -3.42936
C 0.19811 3.47906 -4.31933
H -1.56765 4.74423 -4.09078
H -1.90150 3.01286 -4.24672
H -0.63827 4.42197 -1.87140
H -2.01335 3.30706 -1.83639
H -0.58841 1.41746 -2.34229
H 0.52658 2.40068 -1.37055
H 0.81638 4.38304 -4.27207
H 0.21870 3.09617 -5.34253
C -3.90653 0.82575 0.01275
C -5.41644 0.86208 0.09366
C -5.79817 1.26534 -1.31718
O -4.78391 0.74447 -2.18606
C -3.67933 0.29577 -1.38870
H -3.43964 0.20859 0.78236
H -3.50544 1.84135 0.09801
H -5.80033 -0.13990 0.31271
H -5.80009 1.54761 0.85149
H -5.80937 2.35487 -1.43018
H -6.77379 0.87429 -1.61582
H -3.67908 -0.79982 -1.40345
H -2.74280 0.65016 -1.82477
C -0.17658 -8.90535 5.49440
C 1.08315 -9.36985 4.79836
C 1.16214 -8.41626 3.62428
O 0.56283 -7.18109 4.04440
C -0.11721 -7.40392 5.28937
H -0.22731 -9.18971 6.54676
H -1.05450 -9.31675 4.98532
H 1.94641 -9.22454 5.45625
H 1.05758 -10.41810 4.49607
H 0.58827 -8.79032 2.77018
H 2.19006 -8.23440 3.30154
H 0.46449 -6.91795 6.07997
H -1.10817 -6.94584 5.25435
C 2.25026 6.24020 1.42892
C 3.01724 6.22126 0.12599
C 2.05505 5.49890 -0.79595
O 0.73046 5.80396 -0.33560
C 0.82380 6.42850 0.95229
H 2.57513 7.02096 2.11893
H 2.35132 5.27346 1.93320
H 3.17453 7.24610 -0.22662
H 3.98993 5.73127 0.19517
H 2.18809 4.41350 -0.73836
H 2.16154 5.80786 -1.83868
H 0.58410 7.49053 0.82772
H 0.09221 5.98345 1.63048
C -3.08691 7.90041 -1.21472
C -1.99120 8.40781 -2.12470
C -1.37162 7.11676 -2.62165
O -2.41906 6.13574 -2.64761
C -3.55575 6.65865 -1.94739
H -3.88755 8.62281 -1.04555
H -2.66396 7.62369 -0.24309
H -2.43072 8.95867 -2.96309
H -1.27274 9.06128 -1.62640
H -0.59520 6.75915 -1.93774
H -0.93758 7.21727 -3.62000
H -4.32358 6.90233 -2.68992
H -3.95339 5.89753 -1.27188

Want to see where the charge sits? The Mulliken charges in e are: O -0.542; C 0.267; O -0.258; C 0.397; O -0.413; C 0.360; P -0.234; P 0.830; O -0.613; O -0.478; O -0.534; C 0.335; C -0.522; C 0.398; C -0.177; C -0.562; C -0.351; C -0.504; C -0.233; H 0.103; H 0.352; H 0.363; H 0.434; H 0.087; H 0.324; H 0.306; H 0.299; H 0.305; H 0.226; C -0.442; C 1.196; C -0.317; O -0.495; C -0.543; H 0.253; H 0.273; H -0.872; H 0.167; H -0.007; H 0.291; H 0.260; H 0.318; C -0.352; C -0.560; C -0.449; O -0.443; C 0.199; H 0.341; H 0.154; H 0.270; H 0.340; H 0.246; H 0.275; H 0.300; H -0.295; C -0.558; C -0.605; C -0.228; O -0.318; C -0.452; H 0.338; H 0.269; H 0.269; H 0.355; H 0.287; H 0.124; H 0.281; H 0.264; C -0.534; C -0.632; C -0.225; O -0.314; C -0.523; H 0.333; H 0.262; H 0.271; H 0.360; H 0.182; H 0.206; H 0.283; H 0.277; C -0.522; C -0.635; C 0.364; O -0.352; C -0.496; H 0.376; H 0.218; H 0.290; H 0.329; H -0.431; H 0.300; H 0.284; H 0.230

Entry 3:
ORCA calculation (ωB97M-V/def2-TZVPD) on a molecular structure, C15H35AlN4O6P.

Calculated values
HOMO level in eV: -10.30
F_max in eV/A: 2.989
Total charge: +1
Lowest unoccupied orbital energy in hartree: -0.2202
Energy above the lowest of the compared OMol25 structures with the same formula, charge and spin in kJ/mol: 0.0

Atoms and positions in Å:
C -0.15209 -5.36878 5.57606
C 1.10053 -5.11147 4.74748
C 0.92006 -4.05542 3.67519
O 0.19247 -2.91240 4.17793
P 0.89555 -1.46904 4.32254
N -0.16383 -0.58766 3.18572
H -1.04149 -5.49713 4.96229
H -0.01459 -6.29567 6.13428
H -0.31294 -4.58867 6.31710
H 1.36608 -6.03425 4.22669
H 1.93693 -4.85560 5.39721
H 1.90309 -3.74582 3.31310
H 0.38569 -4.46016 2.81522
H 1.99535 -1.55821 3.41827
H -1.12921 -0.73502 3.49075
H -0.01467 0.41306 3.35828
N -1.33600 2.49227 1.45938
O -2.48383 2.04099 1.28699
O -0.68223 2.03864 2.47599
O -0.78221 3.20684 0.64801
C -3.54608 5.82553 2.47062
O -3.36421 5.51154 1.31199
N -4.38618 5.19233 3.31164
C -4.56450 5.61410 4.68534
C -5.13518 4.04887 2.81501
H -3.02570 6.67793 2.94163
H -4.28960 4.80982 5.37103
H -5.60504 5.88910 4.86914
H -3.93475 6.47705 4.88987
H -4.45288 3.27176 2.46950
H -5.76025 4.34646 1.97279
H -5.76225 3.65647 3.61160
Al -0.76447 0.08885 1.12832
C 3.08218 -2.46606 -4.04371
C 2.61158 -1.21484 -4.81957
C 1.16299 -1.41684 -5.28322
C 0.09935 -1.44800 -4.17390
C 0.48172 -0.62486 -2.93051
C 1.47704 0.50554 -3.18543
N 2.69280 -0.06173 -3.86802
O 3.60335 0.66603 -3.98901
C 1.89246 1.07696 -1.82954
C 0.86703 1.61347 -4.04056
C 3.51809 -1.00747 -6.01712
H 4.11130 -2.34607 -3.70361
H 3.03759 -3.32935 -4.70210
H 2.45975 -2.67162 -3.17226
H 0.92008 -0.63351 -6.00325
H 1.13003 -2.34894 -5.84333
H -0.84447 -1.09504 -4.58608
H -0.07822 -2.47710 -3.86454
H -0.40637 -0.19934 -2.46865
H 0.90372 -1.29816 -2.18028
H 2.42058 0.33734 -1.22554
H 1.00485 1.38044 -1.28236
H 2.53458 1.95054 -1.93306
H 0.00585 1.99738 -3.49826
H 0.53073 1.26774 -5.01699
H 1.57020 2.43257 -4.19019
H 3.43520 -1.88608 -6.65149
H 4.56364 -0.89630 -5.73678
H 3.22081 -0.13304 -6.59762

Want to see where the charge sits? The natural (NBO) charges in e are: C -0.608; C -0.423; C -0.055; O -0.819; P 1.114; N -1.295; H 0.207; H 0.218; H 0.216; H 0.212; H 0.205; H 0.177; H 0.183; H -0.119; H 0.408; H 0.431; N 0.675; O -0.492; O -0.653; O -0.396; C 0.527; O -0.621; N -0.430; C -0.398; C -0.421; H 0.104; H 0.193; H 0.197; H 0.212; H 0.224; H 0.214; H 0.199; Al 0.815; C -0.615; C 0.080; C -0.418; C -0.419; C -0.425; C 0.082; N 0.375; O -0.103; C -0.623; C -0.616; C -0.623; H 0.233; H 0.250; H 0.225; H 0.222; H 0.252; H 0.237; H 0.229; H 0.258; H 0.217; H 0.222; H 0.260; H 0.242; H 0.265; H 0.225; H 0.240; H 0.249; H 0.243; H 0.233

Entry 4:
ORCA calculation (ωB97M-V/def2-TZVPD) on a single C14H9BrFN5O molecule.

Calculated values
HOMO level in eV: -8.85
F_max in eV/A: 3.837
Lowest unoccupied orbital energy in hartree: -0.0105
Energy above the lowest of the compared OMol25 structures with the same formula, charge and spin in kJ/mol: 25.5

Atoms and positions in Å:
O -0.68837 -1.79555 1.71892
F -0.81157 2.23329 0.68162
Br 4.04000 -3.98133 0.81613
N -0.10871 2.01191 -3.12267
N 0.86856 2.10470 -3.91070
N 0.07921 1.04387 -2.18702
C -0.73707 -0.64791 1.26974
C 1.26235 0.55208 -2.35357
C -4.00616 1.90278 2.40963
C -4.01625 0.56207 2.77136
C -2.89908 2.43807 1.72403
C 3.67440 -2.15193 -1.33541
C -2.94259 -0.24997 2.37408
C 3.00857 -1.13989 -2.02691
C 1.95171 -2.06377 0.39020
C -1.82487 1.64662 1.36609
C 3.15093 -2.59447 -0.09709
C -1.80254 0.25064 1.67302
C 1.85608 -0.53621 -1.52051
C 1.28790 -0.99198 -0.25602
N 1.76119 1.21666 -3.39477
N 0.20255 -0.28013 0.31269
H -4.84174 2.57105 2.68875
H -4.85802 0.11157 3.29217
H -2.83992 3.49924 1.45395
H 4.55127 -2.70329 -1.70465
H -2.99277 -1.27836 2.63786
H 3.41856 -0.77296 -2.98093
H 1.61891 -2.46738 1.31016
H 2.62640 0.90672 -3.83845
H 0.01107 0.60387 -0.16168

Want to see where the charge sits? The natural (NBO) charges in e are: O -0.603; F -0.320; Br 0.093; N -0.046; N -0.032; N -0.344; C 0.654; C 0.324; C -0.161; C -0.240; C -0.292; C -0.263; C -0.112; C -0.159; C -0.286; C 0.437; C -0.058; C -0.223; C -0.150; C 0.315; N -0.375; N -0.638; H 0.225; H 0.226; H 0.237; H 0.235; H 0.238; H 0.201; H 0.260; H 0.414; H 0.443

Entry 5:
ORCA calculation (ωB97M-V/def2-TZVPD) on 4 unconnected molecules or ions with the total composition C3H13NO4.

Calculated values
HOMO level (spin up / spin down) in eV: -13.54 / -13.54
F_max in eV/A: 2.214
2S+1: 2
Total charge: +1
Lowest unoccupied orbital energy (spin up / spin down) in hartree: -0.1501 / -0.3277
Energy above the lowest of the compared OMol25 structures with the same formula, charge and spin in kJ/mol: 55.1
⟨S²⟩: 0.754

Atoms and positions in Å:
O 0.54727 -1.42887 1.80543
C 1.41459 -0.77823 2.31183
C 1.75629 0.62698 1.77729
C 2.77308 0.50598 0.63797
N 0.57339 1.30173 1.32490
H 2.01060 -1.08023 3.18431
H 2.16433 1.24955 2.58759
H 3.57104 -0.18580 0.91979
H 3.31916 1.43352 0.50139
H 2.33624 0.10079 -0.27087
H -0.30661 0.73246 1.31384
H 0.64933 1.87093 0.46921
H -1.15184 -0.49340 0.44387
H -1.97102 -1.28375 1.48835
O -1.92107 -0.44246 1.01918
H -1.21023 0.80166 -4.42917
H -1.04754 -0.16579 -3.34429
O -0.51846 0.25700 -4.03364
H -3.18229 -0.10921 -2.17803
H -3.37212 -0.99452 -3.39541
O -3.21063 -0.07466 -3.14187

Want to see where the charge sits? The natural (NBO) charges in e are: O -0.485; C 0.442; C -0.235; C -0.625; N -0.227; H 0.170; H 0.297; H 0.271; H 0.257; H 0.250; H 0.435; H 0.420; H 0.456; H 0.504; O -0.929; H 0.478; H 0.464; O -0.947; H 0.469; H 0.481; O -0.944

Entry 6:
ORCA calculation (ωB97M-V/def2-TZVPD) on a molecular structure, C47H37AsClMnN4O4.

Calculated values
HOMO level (spin up / spin down) in eV: -7.34 / -7.32
F_max in eV/A: 0.402
2S+1: 5
Lowest unoccupied orbital energy (spin up / spin down) in hartree: -0.0505 / -0.0579
Energy above the lowest of the compared OMol25 structures with the same formula, charge and spin in kJ/mol: 0.0
⟨S²⟩: 6.047

Atoms and positions in Å:
Mn -1.22019 -0.69003 1.68063
C -7.94588 0.32157 -1.80554
C -7.99740 0.18124 -0.42576
C -6.82930 -0.01478 0.29696
C -5.60168 -0.07209 -0.35493
C -5.55517 0.06782 -1.73850
C -6.72386 0.26450 -2.46042
C -4.33708 -0.29048 0.40600
C -3.81280 -1.57136 0.44699
C -4.47336 -2.72577 -0.08905
C -3.69670 -3.79477 0.19652
C -2.53823 -3.30002 0.88106
N -2.63679 -1.94585 1.04781
C -1.44280 -4.08257 1.21277
C -0.26230 -3.55883 1.70766
C 0.93340 -4.32715 1.89626
C 1.90574 -3.46564 2.26738
C 1.30644 -2.16718 2.35394
C 1.97394 -1.03306 2.77992
C 3.43734 -1.12332 3.05620
C 3.90708 -1.57699 4.28465
C 5.27090 -1.64922 4.52898
C 6.17409 -1.26846 3.54612
C 5.70994 -0.81794 2.31861
C 4.34582 -0.74544 2.07285
C 1.33299 0.17728 3.00857
N 0.01442 0.45103 2.74977
C -0.21381 1.71826 3.22832
C -1.37936 2.44914 3.08551
C -1.41731 3.82874 3.65200
C -1.13625 4.92221 2.83952
C -1.14982 6.20640 3.36415
C -1.44597 6.40686 4.70547
C -1.72730 5.31937 5.52039
C -1.71144 4.03433 4.99586
C -2.46807 2.00089 2.35307
C -3.60782 2.80498 2.03116
C -4.39687 2.06549 1.21634
C -3.77152 0.78540 1.07594
N -2.58977 0.76609 1.77074
C 0.98476 2.23587 3.81834
C 1.94576 1.29754 3.65723
N -0.02029 -2.24083 2.00854
C -1.49606 -5.53965 0.89570
C -0.96558 -6.00118 -0.30572
C -1.01151 -7.35293 -0.61405
C -1.58788 -8.25122 0.27394
C -2.12019 -7.79452 1.47097
C -2.07482 -6.44203 1.78078
H -8.85685 0.47428 -2.36948
H -8.94840 0.22224 0.08942
H -6.86473 -0.12773 1.37395
H -4.59792 0.02228 -2.24361
H -6.67819 0.37389 -3.53616
H -5.41689 -2.70532 -0.60860
H -3.86693 -4.82949 -0.04989
H 1.00812 -5.38998 1.73829
H 2.94044 -3.67710 2.47966
H 3.19741 -1.87087 5.04895
H 5.62840 -2.00168 5.48791
H 7.23799 -1.32462 3.73668
H 6.41010 -0.52335 1.54755
H 3.97522 -0.40220 1.11535
H -0.89838 4.75412 1.79653
H -0.92462 7.05044 2.72484
H -1.45595 7.40854 5.11509
H -1.95854 5.47055 6.56689
H -1.92657 3.18215 5.62911
H -3.76437 3.81340 2.37620
H -5.33148 2.34532 0.75970
H 1.07096 3.20852 4.27400
H 2.97814 1.33725 3.96396
H -0.52104 -5.29040 -0.99256
H -0.59750 -7.70461 -1.55016
H -1.62256 -9.30569 0.03261
H -2.57065 -8.49125 2.16609
H -2.48803 -6.08056 2.71472
O -0.20862 -2.25550 -1.13813
Cl 0.20088 -0.88281 -1.12264
O 0.27927 -0.33529 -2.43464
O -0.83765 -0.10924 -0.36423
O 1.43189 -0.72952 -0.40423
C 1.62394 4.88135 0.42157
As 1.15655 2.98655 0.14956
C 2.99659 2.31172 0.16830
C 0.96850 3.07491 -1.79790
H 2.46012 5.16930 -0.21709
H 1.89250 5.05340 1.46442
H 0.76509 5.50916 0.17937
H 2.97601 1.28681 -0.19807
H 3.63912 2.91784 -0.47210
H 3.38655 2.32012 1.18642
H 1.76685 3.67502 -2.23646
H 0.00282 3.50977 -2.05482
H 1.00219 2.06409 -2.20292

Want to see where the charge sits? The Mulliken charges in e are: Mn -0.190; C -0.359; C -0.850; C 0.276; C -1.436; C 0.159; C -0.874; C 1.518; C 0.696; C -1.550; C -1.399; C 0.309; N 0.398; C 1.367; C 0.320; C -1.340; C -1.700; C 1.107; C 0.907; C -1.324; C 0.124; C -0.779; C -0.404; C -0.882; C 0.211; C 0.862; N 0.278; C 0.639; C 0.424; C -0.841; C 0.175; C -0.971; C -0.360; C -0.810; C 0.062; C 0.462; C -1.392; C -1.526; C 0.674; N 0.421; C -1.134; C -1.581; N 0.377; C -0.987; C 0.184; C -0.875; C -0.365; C -0.766; C 0.189; H 0.385; H 0.390; H 0.465; H 0.537; H 0.394; H 0.491; H 0.508; H 0.523; H 0.558; H 0.500; H 0.400; H 0.372; H 0.418; H 0.540; H 0.598; H 0.411; H 0.385; H 0.405; H 0.482; H 0.533; H 0.520; H 0.535; H 0.520; H 0.565; H 0.410; H 0.378; H 0.390; H 0.459; O -0.563; Cl 1.498; O -0.709; O -0.250; O -0.546; C -1.353; As 0.404; C -1.139; C -1.171; H 0.465; H 0.338; H 0.403; H 0.133; H 0.580; H 0.346; H 0.408; H 0.357; H 0.279